[1]
Molecular formula: C27H57N2O5S
Method: DFT, ωB97M-V/def2-TZVPD

The value obtained for the total energy is -52977.388 eV. The total charge is -1.

XYZ file:
```
92
Properties=species:S:1:pos:R:3:forces:R:3:lowdin_charge:R:1
C 1.8009 -3.3277 6.5835 0.8620 0.1374 -0.3549 -0.11
C 3.1214 -2.5972 6.9082 -1.4323 0.4070 -0.1663 -0.26
C 3.4129 -1.6183 5.7787 1.0238 -0.5940 -0.3959 -0.23
C 4.8181 -0.9701 5.8094 -0.7575 0.5661 -0.2127 -0.20
C 4.7273 0.5150 5.3757 1.3348 -0.8151 -0.0896 -0.20
C 4.8114 0.6571 3.8418 -0.8368 0.3320 -0.2366 -0.18
C 3.5920 1.3995 3.2314 0.6670 -0.2099 0.6313 -0.11
C 2.5392 0.3835 2.8176 -0.1714 0.8983 -0.2723 -0.26
O 1.2489 0.8881 3.3632 -0.0036 -0.8583 -0.7080 -0.21
S 0.0172 -0.0654 3.0865 -2.1273 0.8241 1.1076 0.61
O -1.0569 0.7482 2.5913 0.2806 0.4529 -0.9657 -0.30
O -0.3483 -0.6818 4.3314 0.9100 -0.9840 0.2764 -0.31
C 0.3940 -1.3138 1.8414 0.6724 0.0665 -0.3841 -0.14
C 1.7419 -1.1798 1.0623 -0.5118 -0.0648 0.4839 -0.27
C 2.7035 -2.3356 1.4081 0.0261 -0.1013 -0.3660 -0.15
C 3.3335 -3.0384 0.1840 0.6859 -0.7155 0.5248 -0.22
C 4.8666 -2.8577 0.0603 -0.5401 0.4868 -0.1020 -0.10
C 2.3332 0.2112 1.3105 0.6264 -0.4455 0.4595 -0.17
C 3.6054 0.3349 0.4483 0.9617 0.4348 -1.5132 -0.67
O 3.3959 0.6945 -0.7451 -0.2233 -0.3480 0.9465 -0.06
O 4.7235 0.0373 0.9462 -0.8616 0.0370 0.3213 -0.04
H 1.9636 -3.8750 5.6529 -0.2055 -0.2641 0.0396 0.07
H 1.5002 -4.0135 7.3717 -0.1685 -0.0117 0.0154 0.06
H 1.0352 -2.5855 6.3668 -0.2365 -0.0579 0.1851 0.07
H 2.9190 -2.0216 7.8146 0.5185 -0.0940 0.2653 0.10
H 3.9293 -3.3107 7.0546 0.1652 0.0709 0.1084 0.10
H 3.3442 -2.1886 4.8449 -0.0934 0.0180 -0.0706 0.10
H 2.6456 -0.8511 5.6899 -0.1769 0.0230 0.3287 0.11
H 5.3105 -1.0625 6.7795 -0.2561 -0.0176 0.1883 0.10
H 5.4585 -1.4772 5.0886 0.1663 -0.1080 0.0819 0.10
H 5.6139 0.9941 5.7988 -0.1806 0.3558 0.1129 0.10
H 3.8372 0.9726 5.8019 -0.0485 0.1052 -0.0005 0.10
H 4.8243 -0.3182 3.3621 0.2143 -0.1078 0.0164 0.08
H 5.7338 1.1333 3.5195 0.0701 0.1218 0.1204 0.11
H 3.1876 2.0527 4.0057 -0.2426 0.0169 -0.0399 0.11
H 3.9074 2.0409 2.4143 -0.1431 -0.1507 -0.2573 0.12
H 2.7060 -0.5649 3.3218 0.1637 -0.0714 0.0431 0.12
H 0.2868 -2.2687 2.3475 0.1380 0.0112 0.2239 0.10
H -0.4233 -1.2496 1.1287 -0.2497 0.3441 0.1836 0.09
H 1.5095 -1.2287 0.0001 -0.0779 -0.0551 -0.0632 0.13
H 3.5082 -1.9859 2.0538 0.0825 0.1505 -0.0583 0.09
H 2.1848 -3.0975 1.9925 -0.2156 0.0495 -0.0012 0.10
H 3.1777 -4.1136 0.3102 -0.2350 -0.0242 -0.0164 0.09
H 2.8360 -2.7838 -0.7497 -0.0560 0.2491 0.0017 0.10
H 5.3803 -3.8017 -0.1139 -0.0047 -0.0210 -0.2485 0.06
H 5.0585 -2.1313 -0.7257 0.3582 -0.0882 -0.0751 0.07
H 5.2682 -2.4078 0.9633 0.0609 -0.0135 0.0902 0.05
H 1.6267 0.9824 1.0071 -0.0014 0.0479 -0.2168 0.16
C -4.1151 -2.2424 -4.8029 0.0480 0.0474 -0.0441 -0.09
C -4.0757 -1.7707 -3.3565 -0.0548 0.1439 -0.1552 -0.28
N -2.9916 -2.3380 -2.5830 0.0642 -0.2542 0.1178 -0.20
C -3.1149 -2.0887 -1.1563 -0.1477 0.0378 0.2177 -0.25
C -3.0390 -0.6365 -0.6692 0.0760 -0.0617 0.1429 -0.08
C -1.6601 -2.1566 -3.1399 0.1462 0.0164 -0.2649 -0.24
C -1.1712 -0.7223 -3.3850 0.1247 -0.0233 0.0325 -0.07
H -4.1700 -3.3307 -4.8597 0.0647 -0.0039 0.0295 0.08
H -4.9984 -1.8332 -5.2968 -0.0024 0.0070 0.0138 0.07
H -3.2444 -1.9067 -5.3679 -0.0020 -0.0218 -0.0063 0.06
H -5.0207 -2.0700 -2.8935 0.0780 0.0390 0.1869 0.12
H -4.0550 -0.6687 -3.3455 -0.0961 0.0152 -0.0565 0.09
H -2.3571 -2.6782 -0.6319 0.0776 0.0056 -0.1105 0.11
H -4.0733 -2.5057 -0.8284 -0.0420 -0.0031 -0.1315 0.11
H -2.0181 -0.2574 -0.6808 -0.0284 0.0803 -0.0454 0.05
H -3.3844 -0.5793 0.3649 0.0291 0.0093 0.0037 0.08
H -3.6672 0.0332 -1.2585 0.0124 -0.0151 -0.0364 0.06
H -1.6137 -2.6984 -4.0887 -0.1035 0.0140 -0.0021 0.10
H -0.9417 -2.6738 -2.4989 -0.1035 0.0291 0.1365 0.11
H -1.9410 -0.0931 -3.8370 -0.0296 -0.0250 0.0085 0.05
H -0.3196 -0.7375 -4.0680 -0.0025 -0.0097 0.0067 0.07
H -0.8288 -0.2442 -2.4692 -0.0644 0.0653 -0.0078 0.06
C -2.0144 4.8700 -2.5974 0.0436 0.0378 -0.0246 -0.09
C -2.7976 3.7108 -3.1926 0.1383 0.0604 -0.0131 -0.27
N -4.1660 4.0531 -3.5465 -0.1639 -0.0494 0.0437 -0.20
C -4.9781 2.8931 -3.8640 -0.0954 -0.2095 0.1000 -0.25
C -4.6052 2.0635 -5.0992 -0.1399 -0.0754 -0.0489 -0.09
C -4.3235 5.1939 -4.4291 0.0913 0.2621 -0.0124 -0.25
C -3.6394 5.1435 -5.8025 -0.1043 0.0925 -0.0950 -0.09
H -2.5225 5.2783 -1.7228 -0.0468 0.0103 -0.0328 0.08
H -1.0299 4.5224 -2.2835 -0.0103 -0.0205 0.0015 0.08
H -1.8586 5.6750 -3.3176 -0.0053 0.0044 0.0119 0.06
H -2.8329 2.9150 -2.4439 -0.1111 -0.0653 -0.0749 0.12
H -2.2357 3.3075 -4.0493 0.0495 -0.0185 0.0287 0.10
H -6.0226 3.2067 -3.9537 0.0396 0.1275 -0.0348 0.11
H -4.9567 2.2294 -2.9931 0.1134 0.0449 0.0290 0.10
H -4.9006 2.5560 -6.0250 0.0853 0.0282 -0.0191 0.05
H -5.1337 1.1075 -5.0658 0.0162 -0.0037 0.0143 0.06
H -3.5381 1.8428 -5.1454 0.0065 0.0246 0.0163 0.06
H -3.9611 6.0809 -3.9031 0.0741 -0.0670 0.0441 0.10
H -5.3919 5.3806 -4.5690 -0.0325 -0.1644 0.0227 0.11
H -2.6226 4.7535 -5.7450 -0.0049 -0.0134 0.0373 0.07
H -3.5787 6.1519 -6.2187 0.0089 0.0015 0.0225 0.07
H -4.2003 4.5414 -6.5160 0.0733 -0.0847 0.0070 0.05
```
Positions in Å, forces in eV/Å.

***

[2]
Molecular formula: C27H57N3O3
Method: DFT, ωB97M-V/def2-TZVPD

The value obtained for the total energy is -39532.688 eV. The energy above the lowest of the compared OMol25 structures with the same formula, charge and spin is 0.195 eV. Its SMILES is CC1(C)CCCC(C)(C)N1O.CC1(C)CCCC(C)(C)N1O.CC1(C)CCCC(C)(C)N1O.

XYZ file:
```
90
Properties=species:S:1:pos:R:3:forces:R:3:lowdin_charge:R:1
C -0.7687 -2.5516 1.3624 -0.5845 0.6291 0.3228 -0.03
C -2.1228 -2.6888 2.1212 0.8129 -0.2429 -0.4803 -0.52
C -3.0003 -3.6540 1.3432 -0.1232 -0.4263 -0.5552 -0.03
C -1.7719 -3.2213 3.5082 -0.4117 0.5128 0.8163 -0.13
C -2.8703 -2.9547 4.5365 -0.3378 -0.5587 -0.2299 -0.19
C -3.2938 -1.4948 4.5895 0.2600 -0.6775 -0.7769 -0.13
C -3.7028 -0.9965 3.1917 -1.2927 0.0975 0.6540 -0.52
C -5.0957 -1.5790 2.8201 0.2204 -0.3439 -0.4169 -0.02
C -3.8366 0.5372 3.2629 0.4520 -0.2499 -1.0204 -0.04
N -2.6544 -1.3361 2.2580 0.7137 0.5790 0.2922 -0.11
O -2.9841 -0.7851 0.9856 -0.0311 -0.3644 -0.0616 -0.02
H -0.3205 -1.6179 1.7210 0.0173 -0.1265 0.0095 0.07
H -0.0873 -3.3619 1.6100 -0.0659 -0.1766 -0.2320 0.09
H -0.9166 -2.4572 0.2862 0.1480 -0.2096 -0.0300 0.09
H -3.8647 -4.0082 1.9050 -0.0033 -0.0008 -0.0218 0.08
H -3.3310 -3.2242 0.3952 -0.1937 0.3037 0.2310 0.08
H -2.4082 -4.5127 1.0092 -0.0087 -0.1058 0.4070 0.09
H -1.5939 -4.2950 3.4505 0.2184 0.0081 -0.1056 0.12
H -0.8716 -2.7177 3.8754 0.1403 -0.1180 -0.1964 0.12
H -3.7400 -3.5613 4.2553 -0.0166 0.0423 0.0802 0.10
H -2.5895 -3.3186 5.5279 0.1710 0.0782 -0.0411 0.11
H -2.4575 -0.8835 4.9351 -0.1790 0.1126 0.2922 0.12
H -4.1751 -1.4530 5.2282 0.1432 0.5231 0.2380 0.12
H -5.1581 -1.7418 1.7415 -0.0193 0.2554 0.0000 0.08
H -5.9041 -0.9064 3.1030 0.0181 -0.0152 0.1264 0.08
H -5.2775 -2.5607 3.2610 -0.0101 0.0787 0.1618 0.07
H -2.8398 0.9532 3.0983 -0.0293 0.1833 0.4459 0.09
H -4.2826 0.8661 4.1972 0.0466 -0.0234 0.0968 0.08
H -4.4333 0.9011 2.4243 -0.1146 -0.0025 0.1175 0.08
H -2.1217 -0.5209 0.6495 -0.0456 0.2464 -0.1134 0.09
C 1.5324 3.5084 -3.3397 0.5843 0.3682 -0.2222 -0.03
C 0.1412 3.4969 -2.7292 0.0525 0.3581 -0.0684 -0.53
C 0.1860 3.3633 -1.2162 -0.4052 -0.9984 0.5507 -0.02
C -0.5105 4.8391 -3.0907 0.0655 0.0466 -0.2571 -0.15
C -1.9978 4.8527 -2.8111 -0.0484 0.5766 0.0524 -0.19
C -2.7263 3.7204 -3.5271 0.2464 0.1675 0.7924 -0.13
C -2.0555 2.3278 -3.3846 -1.0099 0.5318 -0.2814 -0.51
C -2.5575 1.6541 -2.0965 -0.2836 -0.4293 0.2349 -0.03
C -2.5010 1.5396 -4.6302 0.2667 -0.4778 0.6288 -0.04
N -0.6151 2.4607 -3.4195 0.1672 0.0477 -1.1216 -0.10
O -0.0474 1.1640 -3.2450 0.1419 0.3005 0.3641 -0.02
H 2.1722 4.2381 -2.8336 -0.0087 -0.2118 0.1994 0.09
H 2.0266 2.5375 -3.3366 0.0573 0.0273 0.2884 0.06
H 1.5003 3.8528 -4.3757 -0.2094 -0.1642 -0.0695 0.09
H 0.7692 4.1521 -0.7451 -0.1230 0.1210 0.0109 0.09
H -0.8353 3.3187 -0.8302 0.0560 0.5488 0.1165 0.07
H 0.5772 2.4022 -0.8659 0.3622 0.0657 -0.4065 0.06
H 0.0080 5.6590 -2.5861 -0.0310 -0.1541 0.2915 0.12
H -0.3309 5.0461 -4.1514 -0.1775 -0.2430 -0.0721 0.12
H -2.2072 4.8480 -1.7376 0.1493 -0.2200 0.0220 0.11
H -2.3928 5.8168 -3.1509 -0.1102 -0.1200 -0.0300 0.11
H -2.8707 4.0014 -4.5695 0.0613 -0.1834 -0.0921 0.11
H -3.6964 3.6376 -3.0334 -0.2391 -0.0751 -0.4517 0.12
H -2.9198 2.3852 -1.3710 0.3509 0.0098 0.1542 0.08
H -1.7823 1.0170 -1.6684 0.0394 0.1873 0.1247 0.07
H -3.4109 0.9870 -2.2530 0.0196 0.1136 -0.3152 0.09
H -3.5829 1.4023 -4.6257 -0.0282 0.1106 0.0097 0.08
H -2.0434 0.5490 -4.5851 -0.0491 0.0214 -0.2588 0.08
H -2.2061 2.0648 -5.5356 0.1059 -0.0590 -0.0484 0.08
H 0.6141 1.1482 -3.9418 -0.0029 -0.2954 -0.1129 0.10
C 3.1259 1.3551 0.5983 -0.1924 0.2119 0.8120 -0.04
C 3.6999 0.1516 -0.1412 -0.3147 -0.4653 0.5168 -0.49
C 3.1198 0.0471 -1.5631 0.1494 0.7815 -0.0694 -0.01
C 5.2349 0.3117 -0.1623 -0.0008 0.1358 -1.7006 -0.13
C 5.9785 -1.0002 -0.2787 0.0416 -0.9627 1.0624 -0.17
C 5.5418 -1.9572 0.8352 0.2540 -0.0054 -0.4466 -0.15
C 4.0562 -2.2765 0.7676 -0.4688 -0.2415 0.4621 -0.53
C 3.7287 -3.2871 -0.3473 0.4528 -0.4983 -0.3567 -0.02
C 3.6847 -2.9037 2.1225 -0.3378 -0.1230 -0.1292 -0.04
N 3.3032 -1.0256 0.6786 0.2486 0.5435 0.4826 -0.10
O 1.9325 -1.3124 0.4378 0.0904 -0.0166 -0.1328 -0.03
H 2.0371 1.4342 0.5754 0.0439 0.0272 -0.6176 0.06
H 3.3026 1.2352 1.6729 0.4766 0.0031 -0.1245 0.09
H 3.6023 2.2871 0.2889 -0.2510 0.0670 -0.2001 0.09
H 3.7160 0.6445 -2.2594 0.2302 -0.2929 -0.0366 0.08
H 3.0723 -0.9896 -1.8772 -0.0931 0.0781 -0.2861 0.07
H 2.1449 0.5335 -1.6221 -0.2497 -0.5226 0.1413 0.06
H 5.4186 0.8157 -1.1202 0.0670 0.2868 0.2412 0.11
H 5.6166 1.0169 0.5738 -0.0639 -0.4499 0.5355 0.12
H 5.7695 -1.5143 -1.2215 -0.0165 0.3101 -0.1680 0.12
H 7.0621 -0.9038 -0.1883 -0.0171 0.3512 -0.2560 0.11
H 5.8135 -1.5592 1.8158 -0.1234 0.1365 0.0016 0.12
H 6.0598 -2.9144 0.7269 0.0930 0.0659 0.1048 0.12
H 4.6419 -3.6930 -0.7977 -0.0163 0.2754 -0.1152 0.08
H 3.1082 -2.8706 -1.1349 -0.0225 -0.0062 0.0199 0.06
H 3.2295 -4.1807 0.0321 -0.2478 0.2070 0.1251 0.08
H 2.6528 -3.2651 2.1332 -0.0215 0.1405 -0.0954 0.07
H 3.7908 -2.1501 2.9028 0.1494 -0.1322 0.1031 0.08
H 4.3054 -3.7805 2.3222 0.1409 0.1212 0.0675 0.09
H 1.4876 -1.0945 1.2633 0.1041 -0.0056 0.0162 0.08
```
Positions in Å, forces in eV/Å.

***

no.,HOMO level (eV),LUMO (eV),frontier orbital gap (eV)
1,-5.1,2.42,7.516
2,-8.3,0.65,8.900